Entry 1:
# C4H37N2O12

13 unconnected molecules or ions with the total composition C4H37N2O12 (ωB97M-V with the def2-TZVPD basis set, OMol25).

Results
Kohn-Sham gap (alpha / beta)   0.0819 / 0.3300 Eh
Multiplicity   2
Molecular weight   305.342 g mol⁻¹
LUMO (alpha / beta)   0.067 / -0.050 eV

XYZ file:
```
55
Properties=species:S:1:pos:R:3:nbo_charge:R:1
C 2.18599 0.76418 1.94950 -0.2759
N 1.98610 1.20542 0.47127 -0.6928
C 0.95918 0.36750 -0.10641 -0.4763
C 3.05545 -0.54969 1.91673 -0.2525
N 2.20496 -1.89546 2.33178 -0.5870
C 2.44900 -2.96092 1.34655 -0.4517
H 2.73927 1.63548 2.51255 0.2225
H 1.14413 0.74787 2.22884 0.2350
H 1.76726 2.26029 0.25164 0.4237
H -0.14667 0.44606 -0.02342 0.1930
H 0.83080 0.42395 -1.15714 0.1930
H 0.99801 -0.76350 0.10943 0.1648
H 3.54980 -0.60008 0.92526 0.2431
H 3.86401 -0.36047 2.59090 0.2123
H 1.10775 -1.42769 2.32324 0.4795
H 2.48622 -2.04560 3.27791 0.4104
H 3.49393 -3.37397 1.39574 0.2165
H 1.60292 -3.69902 1.46234 0.2278
H 2.33168 -2.58471 0.35598 0.2273
H 3.62501 -0.08458 -2.93086 0.4751
H 2.64330 0.48840 -1.78862 0.5124
O 2.81404 -0.09596 -2.54849 -1.0151
H -2.20976 0.82048 -1.02172 0.4955
H -2.96448 1.97868 -0.37842 0.4880
O -2.94034 1.02531 -0.40103 -1.0444
H -1.64498 -1.99664 -3.61786 0.4629
H -1.01378 -2.99392 -3.21465 0.4490
O -1.79295 -2.74940 -3.30344 -0.9002
H -1.82670 1.65304 -2.85482 0.3937
H -0.60195 0.63406 -2.74354 0.4857
O -1.13203 1.23969 -2.26446 -1.1975
H -2.52219 -2.46671 -1.86710 0.4883
H -3.17597 -1.25294 -1.06425 0.4950
O -2.65023 -2.10047 -1.04608 -1.0148
H 0.85916 -0.50272 -3.14674 0.4876
H 0.72653 -0.77721 -4.57600 0.4683
O 0.14650 -0.80388 -3.76139 -1.0769
H -0.90527 4.39715 0.22844 0.4753
H -2.21604 4.39907 1.14923 0.4773
O -1.87721 4.37101 0.23334 -1.0017
H -1.70312 -2.63499 0.23195 0.5299
H -1.78450 -3.96956 1.35785 0.4984
O -1.50986 -3.00972 1.12240 -1.0517
H -2.37293 0.50536 2.38655 0.4703
H -2.17660 0.69471 0.93464 0.5065
O -1.64236 0.52553 1.81109 -1.0249
H 0.02710 2.51933 -1.92773 0.4935
H 0.97083 3.74271 -1.86419 0.4624
O 0.90193 2.85576 -1.70536 -1.0347
H -0.61798 -2.04977 2.22128 0.5191
H -0.67741 -0.58893 2.30515 0.5095
O -0.21562 -1.30206 2.73157 -0.9566
H -1.27439 2.28052 3.61948 0.4613
H -1.11916 2.32418 2.01872 0.4930
O -0.73300 2.70986 2.88565 -0.9925
```

Entry 2:
# C3H7NO2

A single C3H7NO2 molecule (ωB97M-V with the def2-TZVPD basis set, OMol25).

Results
Structure (SMILES)   NC(=O)CCO
Energy relative to the best compared isomer or geometry (same formula, charge and spin)   45.92 kJ/mol
Kohn-Sham gap   0.4051 Eh
Molecular weight   89.094 g mol⁻¹
LUMO   0.845 eV

XYZ file:
```
13
Properties=species:S:1:pos:R:3:nbo_charge:R:1
N 2.12400 -0.29924 -0.64432 -0.8146
C 0.91817 0.32421 -0.56365 0.6855
O 0.83166 1.54551 -0.59635 -0.6468
C -0.31240 -0.55858 -0.43390 -0.5332
C -1.42673 0.24251 0.25393 -0.0550
O -0.98663 0.89320 1.42254 -0.7233
H 2.23855 -1.28145 -0.45758 0.3953
H 2.93574 0.29540 -0.56982 0.4040
H -0.07202 -1.47844 0.11252 0.2122
H -0.64507 -0.86373 -1.43575 0.2362
H -1.83368 0.96101 -0.47077 0.1715
H -2.23352 -0.42944 0.55793 0.1820
H -0.39591 1.59611 1.11297 0.4861
```

Entry 3:
# C36H54Cl2F24O8

9 unconnected molecules or ions with the total composition C36H54Cl2F24O8 (ωB97M-V with the def2-TZVPD basis set, OMol25).

Results
Structure (SMILES)   FC(F)C(F)(F)COC(F)(F)C(F)F.FC(F)C(F)(F)COC(F)(F)C(F)F.FC(F)C(F)(F)COC(F)(F)C(F)F.C1CCOC1.C1CCOC1.C1CCOC1.C1CCOC1.C1CCOC1.ClCCl
Kohn-Sham gap   0.3584 Eh
Molecular weight   1141.678 g mol⁻¹
LUMO   0.361 eV

XYZ file:
```
124
Properties=species:S:1:pos:R:3:mulliken_charge:R:1
F 0.10712 -3.71513 2.95603 -0.0179
C 0.73983 -4.93187 3.06381 0.1268
F 0.59190 -5.55186 4.19309 -0.2923
C 0.36036 -5.81450 1.88198 0.9960
F 0.96125 -7.00965 2.00051 -0.3627
F 0.85297 -5.42637 0.71214 -0.1879
C -1.24271 -5.91010 1.75489 -1.0642
O -1.70893 -4.59518 1.29985 0.0393
C -2.82695 -4.59418 0.45598 0.4726
F -2.94747 -3.31752 0.12642 -0.2283
F -2.54380 -5.16778 -0.71959 -0.3002
C -4.14193 -5.22528 1.11935 0.1939
F -4.37665 -4.86123 2.39284 -0.2363
F -5.26533 -4.95492 0.52371 -0.2817
H 1.80756 -4.72845 2.98209 0.0694
H -1.55761 -6.18990 2.76020 0.2960
H -1.57623 -6.76209 1.16245 0.5039
H -3.97793 -6.30170 1.16962 0.2619
F 5.20620 -3.23106 2.04414 -0.2887
C 4.91272 -2.57490 0.88473 0.1310
F 5.81377 -2.91229 -0.11171 -0.2540
C 3.40124 -2.64155 0.39833 0.7292
F 2.56747 -1.69700 0.85937 -0.1457
F 2.81276 -3.78376 0.66005 -0.2141
C 3.33229 -2.50732 -1.18638 -0.5922
O 4.18183 -1.42399 -1.61989 -0.4475
C 4.17516 -1.14447 -3.03299 1.1269
F 4.75508 -2.15808 -3.63860 -0.2894
F 2.86126 -1.02544 -3.51908 -0.1855
C 4.88841 0.15989 -3.36326 0.2685
F 6.01315 0.21083 -2.75812 -0.2469
F 5.10066 0.46270 -4.64779 -0.3064
H 5.05381 -1.52058 1.12264 0.2335
H 2.31349 -2.28246 -1.50195 -0.0135
H 3.72532 -3.35130 -1.75324 0.4575
H 4.22919 0.94512 -2.99320 -0.0230
F -0.72464 5.96879 -0.48840 -0.2664
C -1.70597 5.76297 0.38436 -0.0206
F -2.71600 5.05944 -0.16798 -0.2856
C -1.22236 5.30569 1.80201 0.8776
F -2.29064 5.49625 2.62192 -0.3342
F -0.36189 6.19503 2.24005 -0.2808
C -0.75220 3.91809 2.00597 0.0352
O -0.10762 3.74702 3.30764 -0.4204
C 0.15074 2.43947 3.66606 0.7899
F -1.01655 1.98359 4.19532 -0.2182
F 0.71781 1.70791 2.73694 -0.1250
C 1.17966 2.52067 4.83687 -0.0075
F 1.35771 1.24756 5.11366 -0.2566
F 2.38759 2.95215 4.44385 -0.2147
H -2.04896 6.79641 0.43384 0.3028
H -0.03012 3.65879 1.23172 -0.3364
H -1.57878 3.20755 2.00876 0.3185
H 0.84947 3.13554 5.67413 0.3030
C -0.48071 -0.09337 -0.94103 -0.1807
C -0.95450 -0.51920 0.41288 0.5939
C -2.11129 0.39559 0.60279 -0.3189
O -1.53952 1.61466 0.23664 -0.2527
C -0.46283 1.47037 -0.74469 1.4086
H -1.27778 -0.45789 -1.58904 0.2205
H 0.43057 -0.58191 -1.28596 0.0792
H -0.15556 -0.30333 1.12224 -0.0426
H -1.17863 -1.57954 0.52922 -0.3014
H -2.35408 0.47757 1.66224 0.0497
H -3.05119 0.27708 0.06369 0.2330
H 0.41342 1.77849 -0.17430 -0.6467
H -0.66267 2.06844 -1.63378 -0.7011
C 4.22816 2.98343 1.26001 -0.6040
C 4.48580 4.54674 1.45809 -0.7181
C 3.08250 5.17433 1.58823 -0.3530
O 2.33226 4.20373 0.73579 -0.3214
C 2.94995 2.95244 0.51048 0.3944
H 4.06941 2.41615 2.17713 0.2125
H 5.01993 2.48983 0.69649 0.4082
H 5.02961 5.13587 0.71965 0.3001
H 5.05318 4.59851 2.38733 0.3325
H 3.09648 6.20277 1.22738 0.3239
H 2.64343 5.13500 2.58511 0.1853
H 3.24691 2.78427 -0.52471 -0.0593
H 2.44939 2.05447 0.87268 -0.1117
C -3.31267 3.21408 -4.64923 -0.7632
C -2.68214 3.49636 -3.34059 0.4280
C -1.95990 4.85866 -3.54589 0.2983
O -2.91027 5.60399 -4.33301 -0.5058
C -3.71760 4.65563 -5.15883 -0.5022
H -4.26799 2.69305 -4.58601 0.3254
H -2.65707 2.66884 -5.32819 0.2042
H -1.92272 2.72344 -3.22235 -0.2592
H -3.34513 3.48340 -2.47550 0.2953
H -1.03636 4.73598 -4.11168 0.1125
H -1.66942 5.21854 -2.55887 -0.2129
H -3.63255 4.91403 -6.21434 0.3028
H -4.73967 4.80682 -4.81153 0.2775
C 0.16468 -3.12364 -3.77311 0.3148
C -0.69270 -4.08407 -3.00910 -0.0626
C -0.50532 -5.37889 -3.87032 -0.4827
O -0.07185 -4.92637 -5.17366 -0.4667
C 0.09067 -3.52594 -5.22438 -0.6719
H 1.20331 -3.24395 -3.46512 -0.2763
H -0.14191 -2.09892 -3.56321 0.2519
H -1.72700 -3.74073 -3.03022 0.2066
H -0.38600 -4.15065 -1.96526 0.0024
H -1.41855 -5.96629 -3.96562 0.3001
H 0.33026 -5.98173 -3.51468 0.2705
H -0.84380 -3.18598 -5.67080 0.2986
H 0.88485 -3.13710 -5.86171 0.3531
C -3.17519 -1.46359 6.05744 -0.5382
C -2.94176 -2.35116 4.90498 -0.2393
C -2.73212 -1.40957 3.78558 0.1739
O -3.54775 -0.33153 4.06482 -0.4611
C -3.44964 -0.09306 5.46111 -0.2049
H -2.24825 -1.26303 6.59470 0.2114
H -4.02269 -1.58318 6.73238 0.3021
H -3.74182 -3.01263 4.57261 0.2126
H -2.07545 -3.01227 4.92825 0.1340
H -2.98522 -1.80614 2.80233 0.1466
H -1.68365 -1.12732 3.69003 -0.0240
H -4.33597 0.33282 5.93138 0.3464
H -2.63084 0.61908 5.56372 -0.0169
Cl 0.12664 3.13266 -6.25024 -0.1536
C 1.10629 3.17287 -4.79040 -0.0021
Cl 1.78912 1.58509 -4.45226 -0.0732
H 2.03214 3.74072 -4.88233 0.3624
H 0.49388 3.54716 -3.97005 -0.1336
```

Entry 4:
# C16H14BF5N6OSr

A molecular structure, C16H14BF5N6OSr (ωB97M-V with the def2-TZVPD basis set, OMol25).

Results
Net charge   +2
Energy relative to the best compared isomer or geometry (same formula, charge and spin)   0.00 kJ/mol
Kohn-Sham gap (alpha / beta)   0.2187 / 0.1542 Eh
Molecular weight   499.751 g mol⁻¹
LUMO (alpha / beta)   -9.065 / -10.754 eV

XYZ file:
```
44
Properties=species:S:1:pos:R:3:nbo_charge:R:1
C 3.30579 0.29981 -0.21003 0.0012
N 2.05141 0.39904 -0.63639 -0.4954
N 1.95961 0.11296 -1.99003 -0.3542
C 3.21312 -0.07449 -2.41702 0.0342
C 4.08449 0.02941 -1.33494 -0.3090
B 0.60950 0.16824 -2.84218 0.5318
N -0.46196 -0.99250 -2.56891 -0.3535
N -1.24420 -1.10335 -1.42870 -0.4980
C -2.05599 -2.15250 -1.50058 -0.0061
C -1.87954 -2.69577 -2.77322 -0.3084
C -0.88908 -1.94816 -3.40465 0.0328
Sr -0.03637 -0.03986 0.35730 1.8360
N -0.09490 1.54529 -2.53928 -0.2417
N -0.52250 1.78543 -1.22762 -0.2667
C -1.08151 2.98136 -1.16112 -0.0213
C -1.03348 3.54593 -2.43495 -0.0113
C -0.40849 2.61532 -3.26564 0.1139
H -1.46452 3.31752 -0.20830 0.2619
H -0.16237 2.62809 -4.31180 0.2762
H -1.40695 4.50481 -2.70226 0.2680
H 0.90532 0.11210 -3.97488 0.0006
H -0.45462 -2.00720 -4.38182 0.2427
H 3.37671 -0.25792 -3.46147 0.2424
H -2.41846 -3.51864 -3.17003 0.2559
H 5.14532 -0.06534 -1.34952 0.2567
H -2.69414 -2.39000 -0.66034 0.2329
H 3.53114 0.45557 0.83768 0.2398
H -1.77927 -0.67686 1.77773 0.1146
C -1.97537 -1.45679 2.52420 -0.8352
H -2.82203 -2.06156 2.19961 0.2607
H -1.09300 -2.08832 2.65188 0.2246
H -2.21197 -0.97669 3.47648 0.2420
F -0.03110 -0.47832 7.40023 -0.2184
C 0.20443 -0.13573 6.12513 0.4023
C 0.06156 1.19601 5.71856 0.2788
F -0.31312 2.13046 6.61427 -0.2447
C 0.29936 1.55479 4.41663 0.3310
F 0.16776 2.82535 4.00806 -0.2512
C 0.70088 0.59495 3.41944 0.3353
O 0.90787 0.91273 2.22854 -0.6587
C 0.84387 -0.75632 3.90297 0.2749
F 1.25490 -1.69904 2.98068 -0.2951
C 0.60350 -1.11198 5.20272 0.3294
F 0.74950 -2.39085 5.59939 -0.2518
```

Entry 5:
# C21H25ClN2O2

A single C21H25ClN2O2 molecule (ωB97M-V with the def2-TZVPD basis set, OMol25).

Results
Structure (SMILES)   COc1ccc(N[C@@H]2CCCN(C(=O)CCc3cccc(Cl)c3)C2)cc1
Energy relative to the best compared isomer or geometry (same formula, charge and spin)   135.63 kJ/mol
Kohn-Sham gap   0.3050 Eh
Molecular weight   372.896 g mol⁻¹
LUMO   0.681 eV

XYZ file:
```
51
Properties=species:S:1:pos:R:3:nbo_charge:R:1
C 1.18932 4.33755 4.87857 -0.2505
O 0.43893 3.15016 4.87951 -0.4968
C 0.51778 2.33388 3.78365 0.2695
C 1.29498 2.57506 2.65811 -0.2992
C 1.29810 1.66998 1.61279 -0.1891
C 0.53061 0.50742 1.64897 0.1298
N 0.50770 -0.31707 0.53031 -0.6259
C 0.21071 -1.73011 0.60559 -0.0478
C 1.33694 -2.53748 1.27136 -0.4201
C 2.59342 -2.49803 0.40452 -0.4099
C 2.27086 -2.97032 -1.01062 -0.2277
N 1.18653 -2.19931 -1.59131 -0.4588
C 1.36557 -1.60496 -2.79738 0.6938
O 2.45485 -1.59046 -3.34037 -0.6301
C 0.15093 -0.97063 -3.45755 -0.5010
C -0.19996 0.41372 -2.86441 -0.4322
C -1.67521 0.55852 -2.61709 0.0844
C -2.17019 0.74120 -1.33158 -0.2544
C -3.53338 0.84537 -1.11271 -0.1885
C -4.42393 0.76725 -2.16842 -0.2478
C -3.92672 0.58725 -3.44940 -0.0149
Cl -5.02495 0.49039 -4.78446 0.0004
C -2.56706 0.48325 -3.68098 -0.2778
C -0.03194 -2.25316 -0.82091 -0.2110
C -0.24943 0.27575 2.78312 -0.2524
C -0.25212 1.17334 3.82878 -0.2292
H 0.97088 4.82610 5.82703 0.1996
H 0.89669 4.99950 4.05635 0.1733
H 2.26433 4.13623 4.81640 0.1728
H 1.90783 3.45914 2.57980 0.2194
H 1.91008 1.87285 0.74424 0.1990
H 1.27846 -0.13137 -0.09961 0.3775
H -0.71899 -1.85536 1.16866 0.2065
H 1.00813 -3.57095 1.39801 0.2031
H 1.54442 -2.12181 2.25943 0.2209
H 3.36394 -3.14147 0.83062 0.2197
H 2.99361 -1.48277 0.37132 0.2004
H 3.13623 -2.86241 -1.66646 0.2533
H 1.97267 -4.02650 -0.98445 0.1820
H -0.70300 -1.64563 -3.38547 0.2196
H 0.40495 -0.86848 -4.51290 0.2422
H 0.33029 0.56800 -1.92529 0.2140
H 0.12983 1.19061 -3.55628 0.2278
H -1.48621 0.80186 -0.49807 0.2326
H -3.90581 0.98828 -0.10966 0.2177
H -5.48698 0.84632 -2.00568 0.2271
H -2.20133 0.34523 -4.68674 0.2238
H -0.81268 -1.65383 -1.28284 0.2281
H -0.37424 -3.29490 -0.75815 0.1931
H -0.86231 -0.60873 2.85601 0.2102
H -0.85314 0.99153 4.70560 0.2234
```